Here is C4H7IN as an isolated structure from OMol25. Energies are from ωB97M-V/def2-TZVPD.

Geometry as XYZ:
```
13
Properties=species:S:1:pos:R:3
C -0.3993 0.4856 -1.3643
C 0.6188 -0.6365 -0.8817
C 0.3874 0.5959 1.2406
C -0.8580 0.1238 0.5283
N 0.3422 -0.7034 0.5051
I -2.6833 -0.2814 1.4554
H 0.0038 1.4973 -1.4736
H -1.3992 0.2028 -1.7626
H 0.4100 -1.5905 -1.4185
H 1.7281 -0.3728 -1.0636
H 0.9760 1.4099 0.8787
H 0.3041 0.6899 2.2351
H 0.5692 -1.4206 1.1212
```

Summary:
- Net charge: +1
- ΔE to the lowest compared entry with this formula, charge and spin: 91.1 kcal/mol
- E_HOMO: -13.804 eV
- Strongest force on any atom: 5.485 eV/Å
- Frontier orbital gap: 9.741 eV


Here is C4H7INO as an isolated structure from OMol25. Energies are from ωB97M-V/def2-TZVPD.

Geometry as XYZ:
```
14
Properties=species:S:1:pos:R:3
C 0.9767 -0.8761 0.6354
C -0.7336 -1.5597 -0.5949
C 0.9898 1.5011 0.0200
C -0.7182 -0.2077 -0.7072
N 0.3562 0.1906 -0.0497
O 0.2299 -2.0419 0.1621
I -2.9561 0.1400 0.0837
H 2.0402 -0.8720 0.3883
H 0.7720 -1.0170 1.7747
H -1.3712 -2.1938 -0.9883
H 1.5375 1.3707 0.9763
H 0.1748 2.3004 0.0236
H 1.6836 1.7681 -0.8408
H -2.9813 1.4973 -0.8833
```

Summary:
- Net charge: +1
- ΔE to the lowest compared entry with this formula, charge and spin: 88.1 kcal/mol
- E_HOMO (alpha / beta): -12.788 / -12.788 eV
- Strongest force on any atom: 4.795 eV/Å
- Frontier orbital gap (alpha / beta): 7.088 / 7.087 eV


Here is a 2-piece molecular cluster, C4H7IO overall from OMol25. Energies are from ωB97M-V/def2-TZVPD.

Geometry as XYZ:
```
13
Properties=species:S:1:pos:R:3
C -0.7510 -0.1463 1.3091
C -1.4346 0.1663 -0.1191
C -0.2002 -0.5082 0.0185
C 1.4743 0.8798 -0.7221
O 0.1551 -1.7332 -0.3640
I 3.2980 0.0871 -0.0536
H -0.2891 0.7765 1.6723
H -1.0560 -0.9257 2.0842
H -2.2656 -0.4247 -0.2522
H -1.4812 1.1921 -0.5843
H 1.2963 1.7181 -0.0440
H 1.5562 0.9623 -1.8429
H -0.3024 -2.0442 -1.1018
```

Summary:
- ΔE to the lowest compared entry with this formula, charge and spin: 93.5 kcal/mol
- E_HOMO: -7.911 eV
- Strongest force on any atom: 4.742 eV/Å
- Frontier orbital gap: 8.477 eV


Here is a 2-piece molecular cluster, C4H7IO2 overall from OMol25. Energies are from ωB97M-V/def2-TZVPD.

Geometry as XYZ:
```
14
Properties=species:S:1:pos:R:3
C 1.4871 -1.1040 -1.2585
C -1.5310 0.3949 -0.0691
C 0.9119 0.7522 0.3483
C -0.3904 0.4131 0.9555
O 1.7320 -2.1747 -0.8601
O -0.3381 -0.7645 1.7265
I 1.4043 -0.4887 -3.2919
H -1.6366 1.3741 -0.5286
H -1.3252 -0.3406 -0.8463
H -2.4597 0.1352 0.4294
H 0.9574 1.5217 -0.3992
H 1.8030 0.5594 0.9209
H -0.6111 1.2051 1.6966
H -0.0035 -1.4832 1.1766
```

Summary:
- ΔE to the lowest compared entry with this formula, charge and spin: 56.2 kcal/mol
- E_HOMO (alpha / beta): -8.511 / -8.505 eV
- Strongest force on any atom: 2.445 eV/Å
- Frontier orbital gap (alpha / beta): 7.290 / 7.979 eV


Here is C4H7IOS as an isolated structure from OMol25. Energies are from ωB97M-V/def2-TZVPD.

Geometry as XYZ:
```
14
Properties=species:S:1:pos:R:3
C 0.6538 0.9616 -0.2236
C -0.4784 0.4480 -1.0641
C 1.3551 -0.3247 0.3229
C -1.3228 -0.2607 -0.0467
O -0.3720 -0.6857 2.2387
S -0.1461 -1.2661 0.7749
I -2.6681 -1.8781 -1.0940
H 1.2713 1.4891 -0.9031
H 0.2410 1.5051 0.7097
H -1.0084 1.3047 -1.5611
H -0.2129 -0.2716 -1.8815
H 1.7406 -0.8479 -0.5805
H 1.9996 -0.1064 1.1452
H -1.0528 -0.0673 2.1632
```

Summary:
- ΔE to the lowest compared entry with this formula, charge and spin: 60.0 kcal/mol
- E_HOMO: -8.157 eV
- Strongest force on any atom: 3.439 eV/Å
- Frontier orbital gap: 8.396 eV


Here is C4H7InO as an isolated structure from OMol25. Energies are from ωB97M-V/def2-TZVPD.

Geometry as XYZ:
```
13
Properties=species:S:1:pos:R:3
H -1.7024 0.9481 -0.0077
C -2.0858 -0.6886 1.3574
C -1.1720 0.4534 0.8216
C -1.0610 1.4366 1.9104
O -0.0147 1.7329 2.5004
In 1.8356 1.3723 2.5028
H -2.2515 -1.3551 0.4955
H -1.4648 -1.2609 2.0771
H -0.1776 0.0957 0.5203
H -2.0125 1.8936 2.2934
C -3.4458 -0.1725 1.8907
H -4.1566 -1.0233 1.8522
H -3.3370 0.1027 2.9618
```

Summary:
- Net charge: +1
- ΔE to the lowest compared entry with this formula, charge and spin: 0.0 kcal/mol
- E_HOMO (alpha / beta): -13.509 / -13.948 eV
- Strongest force on any atom: 6.316 eV/Å
- Frontier orbital gap (alpha / beta): 8.481 / 8.877 eV
- 2S+1: 2


Here is C4H7KO2 as an isolated structure from OMol25. Energies are from ωB97M-V/def2-TZVPD.

Geometry as XYZ:
```
14
Properties=species:S:1:pos:R:3
H -0.7756 0.9895 0.6364
O -0.1698 -0.8780 0.1704
K 3.3476 0.2039 1.7304
C 0.8089 0.0244 0.2562
O 1.3683 0.1877 -0.9016
C 2.8659 0.3441 -0.8670
C -1.2459 0.0653 -0.0064
C -2.5179 -0.4289 0.6360
H 3.2119 -0.4113 -1.5966
H 3.0189 1.3262 -1.3532
H -1.3680 0.2242 -1.0865
H -2.3780 -0.6040 1.7107
H -3.3114 0.3200 0.5031
H -2.8552 -1.3632 0.1683
```

Summary:
- ΔE to the lowest compared entry with this formula, charge and spin: 85.1 kcal/mol
- E_HOMO: -6.569 eV
- Strongest force on any atom: 3.305 eV/Å
- Frontier orbital gap: 6.113 eV


Here is C4H7LiO2Y as an isolated structure from OMol25. Energies are from ωB97M-V/def2-TZVPD.

Geometry as XYZ:
```
15
Properties=species:S:1:pos:R:3
H -0.4735 -0.8276 -3.8987
C -0.7208 0.8744 0.0246
C -1.0118 -0.0874 1.1305
C 0.3943 0.1498 1.5124
C 1.5521 -0.4352 0.7737
O 1.0843 -1.1989 -0.2591
O -0.7925 0.5569 -1.2102
Li -1.5042 0.7738 -2.9533
Y 0.3287 -1.1404 -2.1590
H -0.7836 1.9472 0.2555
H -1.7439 0.2916 1.8507
H -1.2458 -1.0911 0.7572
H 0.6187 0.9147 2.2585
H 2.0713 -1.0991 1.5020
H 2.2266 0.3714 0.4153
```

Summary:
- Net charge: +2
- ΔE to the lowest compared entry with this formula, charge and spin: 0.0 kcal/mol
- E_HOMO (alpha / beta): -16.685 / -18.236 eV
- Strongest force on any atom: 3.464 eV/Å
- Frontier orbital gap (alpha / beta): 7.715 / 8.575 eV
- 2S+1: 2


Here is one molecule with the formula C4H7N from OMol25. Energies are from ωB97M-V/def2-TZVPD.

Geometry as XYZ:
```
12
Properties=species:S:1:pos:R:3
C -0.6354 -0.0434 0.1534
C -1.9269 0.0179 0.6598
C 1.1634 -1.1320 -1.3326
C 0.5309 0.9290 0.6442
N -0.0173 -0.7140 -0.9575
H -2.7132 -0.4885 0.2228
H -2.2336 0.6206 1.4663
H 1.2100 -1.5531 -2.3562
H 1.9802 -1.2264 -0.6575
H 0.7438 1.7040 -0.2526
H 1.5096 0.3141 0.8715
H 0.3887 1.5718 1.5383
```

Summary:
- ΔE to the lowest compared entry with this formula, charge and spin: 64.6 kcal/mol
- SMILES: C=NC(=C)C
- E_HOMO: -8.473 eV
- Strongest force on any atom: 4.469 eV/Å
- Frontier orbital gap: 8.943 eV


- The highest ΔE to the lowest compared entry with this formula, charge and spin belongs to which entry?
  C4H7IO


- Which value of ΔE to the lowest compared entry with this formula, charge and spin does entry 5 give?
  60.0 kcal/mol


- Among the records above, which one has the highest strongest force on any atom?
  C4H7InO